No. 1
Molecular formula: C19H24NOsS
Method: DFT, the ωB97M-V functional and the def2-TZVPD basis

XYZ file:
```
46
Properties=species:S:1:pos:R:3
C -0.568 0.886 -2.277
C -0.102 2.319 -2.330
C 0.124 0.023 -3.322
C -2.073 0.835 -2.451
H -0.472 0.127 -4.237
H 0.155 -1.047 -3.059
H 1.138 0.384 -3.529
H -0.211 2.621 -3.383
H 0.947 2.463 -2.051
H -0.736 2.971 -1.716
H -2.306 1.556 -3.248
H -2.625 1.139 -1.551
H -2.414 -0.154 -2.779
C 2.020 -0.527 1.115
C 2.262 -0.722 -0.309
C 2.160 0.586 -0.926
H 2.702 -1.647 -0.764
C 1.909 1.574 0.109
C 1.933 0.914 1.364
H 1.866 1.453 2.344
H 2.214 -1.292 1.908
H 2.507 0.819 -1.949
H 1.833 2.683 -0.007
C -1.779 -1.322 1.294
C -0.507 -2.034 1.249
C -0.210 -2.374 -0.131
H 0.049 -2.453 2.126
C -1.260 -1.775 -0.940
C -2.191 -1.092 -0.045
H -3.160 -0.600 -0.324
H -2.350 -0.925 2.176
H 0.513 -3.176 -0.450
H -1.494 -2.078 -1.978
Os 0.298 -0.452 -0.099
S -0.349 0.574 2.379
C -0.160 0.262 4.117
N -1.012 -0.568 4.808
C -0.952 -0.814 6.203
C -0.010 -0.071 6.941
C 0.864 0.841 6.275
C 0.723 1.012 4.854
H -1.622 -1.160 4.276
H -1.679 -1.598 6.623
H 0.039 -0.216 8.025
H 1.659 1.409 6.860
H 1.411 1.651 4.281
```

Computed properties:
Calculated total energy = -34868.91248 eV
Spin multiplicity = 5
<S²> = 6.057
Charge = +1
Kohn-Sham gap (alpha / beta) = 4.4 / 5.5 eV


No. 2
Molecular formula: C4H8Br2Si
Method: DFT, the ωB97M-V functional and the def2-TZVPD basis

XYZ file:
```
15
Properties=species:S:1:pos:R:3
C -0.235 1.357 1.084
C -0.816 2.239 0.314
C 1.636 -0.618 -1.262
C -1.073 -1.659 -0.036
Si 0.515 -0.633 0.272
Br -1.685 3.740 1.069
Br 1.708 -1.367 1.965
H -0.110 1.761 2.138
H -0.875 2.241 -0.717
H 2.644 -0.464 -0.979
H 1.367 -1.422 -1.905
H 1.290 0.077 -1.945
H -1.881 -0.790 -0.186
H -1.101 -2.375 -0.729
H -1.385 -2.087 0.916
```

Computed properties:
Structure (SMILES) = C[Si](C)(Br)/C=C/Br
Calculated total energy = -152239.91726 eV
Spin multiplicity = 1
Charge = 0
Kohn-Sham gap = 10.0 eV


No. 3
Molecular formula: C5H9NSi
Method: DFT, the ωB97M-V functional and the def2-TZVPD basis

XYZ file:
```
16
Properties=species:S:1:pos:R:3
C 1.340 1.076 0.037
C 0.631 1.629 1.139
C 1.029 -0.101 -0.343
C -0.426 1.112 1.719
C 0.036 -1.152 -0.262
N 1.208 -1.240 -1.133
Si -1.529 -0.963 -1.104
H 2.306 1.529 -0.185
H 0.948 2.615 1.540
H -0.731 0.026 1.560
H -0.883 1.504 2.546
H 0.257 -1.852 0.527
H 1.219 -1.356 -2.118
H -2.074 -2.312 -1.163
H -1.063 -0.422 -2.376
H -2.267 -0.090 -0.385
```

Computed properties:
Structure (SMILES) = C=C/C=C1/N[C@@H]1[SiH3]
Calculated total energy = -14694.25424 eV
Spin multiplicity = 1
Charge = 0
Kohn-Sham gap = 9.2 eV


No. 4
Molecular formula: C40H48N3O2OsTe
Method: DFT, the ωB97M-V functional and the def2-TZVPD basis

XYZ file:
```
95
Properties=species:S:1:pos:R:3
Os 0.752 -0.209 0.057
C -3.440 2.129 -0.293
C -2.622 1.845 -1.552
C -2.477 0.348 -1.812
C -1.336 2.649 -1.584
C -1.262 3.668 -2.534
C -0.175 4.519 -2.620
C 0.871 4.385 -1.727
C 0.844 3.406 -0.742
C 2.022 3.290 0.204
C 3.226 2.674 -0.507
C 2.378 4.627 0.852
C -0.253 2.533 -0.698
N -0.185 1.472 0.285
C -0.407 1.888 1.620
O -1.009 2.869 1.953
C 0.258 0.958 2.604
C 0.277 1.062 3.985
C 1.054 0.149 4.688
C 1.761 -0.857 4.027
C 1.675 -0.913 2.648
N 0.952 0.002 2.008
C 2.348 -1.878 1.703
O 2.945 -2.848 2.074
N 2.164 -1.490 0.357
C 3.084 -2.037 -0.596
C 2.545 -2.676 -1.721
C 3.426 -3.195 -2.663
C 4.795 -3.082 -2.500
C 5.304 -2.414 -1.402
C 4.467 -1.865 -0.435
C 5.096 -1.088 0.704
C 5.985 0.038 0.166
C 5.900 -1.992 1.640
C 1.063 -2.749 -2.030
C 0.147 -3.352 -0.962
C 0.564 -1.408 -2.565
H -4.372 1.560 -0.311
H -3.679 3.190 -0.210
H -2.894 1.850 0.609
H -3.195 2.226 -2.402
H -1.877 -0.161 -1.054
H -2.035 0.164 -2.792
H -3.463 -0.120 -1.798
H -2.085 3.785 -3.228
H -0.150 5.289 -3.379
H 1.715 5.061 -1.787
H 1.765 2.607 1.017
H 3.540 3.288 -1.353
H 2.995 1.675 -0.903
H 4.071 2.576 0.176
H 2.758 5.339 0.118
H 3.158 4.486 1.602
H 1.509 5.074 1.336
H -0.311 1.827 4.472
H 1.099 0.207 5.767
H 2.355 -1.589 4.556
H 3.027 -3.706 -3.531
H 5.465 -3.503 -3.238
H 6.375 -2.303 -1.298
H 4.300 -0.609 1.284
H 6.882 -0.363 -0.308
H 6.312 0.684 0.982
H 5.465 0.650 -0.571
H 6.722 -2.461 1.097
H 5.288 -2.781 2.071
H 6.334 -1.402 2.448
H 0.991 -3.428 -2.885
H -0.221 -2.638 -0.218
H 0.650 -4.154 -0.422
H -0.742 -3.769 -1.439
H 0.689 -0.532 -1.857
H -0.493 -1.413 -2.823
H 1.155 -1.058 -3.411
C -8.043 -1.192 -0.528
C -6.642 -1.202 0.003
C -6.283 -0.401 1.083
C -5.001 -0.408 1.608
C -4.705 0.488 2.776
C -4.035 -1.256 1.019
Te -2.115 -1.275 1.776
C -4.378 -2.075 -0.076
C -3.406 -3.015 -0.732
C -5.676 -2.030 -0.560
H -8.557 -0.266 -0.276
H -8.617 -2.017 -0.101
H -8.055 -1.313 -1.611
H -7.027 0.251 1.526
H -5.593 1.058 3.043
H -3.902 1.193 2.554
H -4.392 -0.087 3.649
H -2.420 -2.566 -0.857
H -3.779 -3.315 -1.710
H -3.271 -3.918 -0.132
H -5.944 -2.657 -1.402
```

Computed properties:
Calculated total energy = -60578.47454 eV
Spin multiplicity = 1
Charge = +1
Kohn-Sham gap (alpha / beta) = 5.3 / 4.9 eV


No. 5
Molecular formula: C4H8O3
Method: DFT, the ωB97M-V functional and the def2-TZVPD basis

XYZ file:
```
15
Properties=species:S:1:pos:R:3
C -0.935 0.775 -1.085
C -0.589 -0.551 -0.435
O -0.231 -1.473 -1.451
C 0.649 -0.553 0.466
O 1.000 -1.577 1.013
C 1.596 0.645 0.484
O 1.426 1.649 1.128
H -1.712 0.608 -1.836
H -1.309 1.497 -0.352
H -0.068 1.212 -1.591
H -1.449 -0.918 0.149
H 0.111 -2.248 -0.978
H -0.578 0.568 2.212
H -0.399 -0.119 2.428
H 2.488 0.485 -0.151
```

Computed properties:
Structure (SMILES) = C[C@@H](O)C(=O)C=O.[H][H]
Calculated total energy = -10417.93603 eV
Spin multiplicity = 1
Charge = 0
Kohn-Sham gap = 9.8 eV


No. 6
Molecular formula: C6H18NO3
Method: DFT, the ωB97M-V functional and the def2-TZVPD basis

XYZ file:
```
28
Properties=species:S:1:pos:R:3
O -2.640 1.810 0.961
C -1.552 1.335 1.202
C -0.738 0.889 0.028
C 0.132 -0.366 0.414
C 0.921 -1.162 -0.639
C 2.413 -1.037 -0.266
C 3.033 -2.361 0.358
N -1.521 0.670 -1.206
H -1.220 1.312 2.283
H -0.091 1.840 -0.285
H -0.581 -1.115 0.833
H 0.817 -0.179 1.282
H 0.708 -0.864 -1.650
H 0.653 -2.150 -0.720
H 2.528 -0.233 0.543
H 2.975 -0.741 -1.207
H 2.366 -2.725 1.106
H 3.156 -3.213 -0.376
H 3.948 -2.309 0.971
H -2.541 0.470 -1.104
H -1.411 1.455 -1.956
H -1.261 -0.185 -1.690
H -1.827 -2.030 -3.341
H -0.964 -0.846 -4.142
O -1.480 -1.012 -3.274
H 0.867 1.870 3.743
H 1.940 1.898 2.694
O 1.036 1.611 2.923
```

Computed properties:
Calculated total energy = -14138.30538 eV
Spin multiplicity = 1
Charge = +1
Kohn-Sham gap = 10.4 eV


Record order is preserved below.
Energy above the lowest of the compared OMol25 structures with the same formula, charge and spin: 110.4 190.8 352.9 229.5 296.0 231.0 kJ/mol